Entry 1:
Below is C23H39Cl2GeN3OsS as an isolated structure, with properties calculated with wB97M-V/def2-TZVPD.

Each line ends with the Mulliken charge.
CARTESIAN COORDINATES (ANGSTROEM)
1 Os 0.795839 0.187274 1.690162  1.0926
2 Ge 0.851122 0.032405 -0.845298  -0.0288
3 Cl -1.171774 -4.765881 2.369715  -0.0121
4 Cl 0.787327 -0.048611 4.215844  -0.1355
5 S -0.174789 -1.909279 1.681898  -0.3942
6 N 3.022454 -0.250886 1.891368  -0.3515
7 N 2.735172 1.165347 1.786516  -0.3221
8 N -3.943152 0.318657 0.510881  -0.0365
9 C 0.215126 1.224721 -5.525843  -1.4326
10 C 0.200540 -1.693594 4.441036  0.8707
11 C 0.937241 1.780883 -1.721817  -0.4562
12 C 0.140550 -2.165272 5.733963  -0.5980
13 C -0.329154 -3.480264 5.984715  -0.4360
14 C 0.030236 1.090882 -4.019238  0.0592
15 C -2.975739 0.316875 1.689983  -1.1000
16 C -0.197467 -2.436408 3.333232  0.2897
17 C -2.678022 2.698740 2.234349  -0.5221
18 C -0.683013 3.988745 1.880001  -1.0375
19 C -2.005097 3.923283 2.288556  -0.8118
20 C 3.361728 -2.770742 -4.650444  -1.2353
21 C 1.118853 1.820500 -3.241007  -1.0271
22 C -0.662492 1.528282 1.548765  1.1937
23 C -0.037267 2.820943 1.527659  -0.3145
24 C 2.623880 -1.082059 -1.379903  -1.0424
25 C 2.269364 -1.511332 -2.743497  -0.5280
26 C 3.642340 -2.345254 -3.219764  -0.4943
27 C -0.732477 -4.273204 4.947179  -0.7491
28 C -2.081825 1.532577 1.789492  0.3615
29 C -3.250567 0.358264 -0.807490  -0.8846
30 C -5.037739 1.345770 0.569154  -0.8957
31 C -0.678474 -3.780901 3.628776  0.2267
32 H -0.153931 4.931988 1.864470  0.5154
33 H 1.143342 2.869926 -3.546486  0.5305
34 H -0.942714 1.505902 -3.731343  0.3133
35 H -5.736027 1.129382 -0.235965  0.3502
36 H -3.608453 0.236027 2.575334  0.5504
37 H -3.990425 0.240987 -1.595815  0.4309
38 H -5.544620 1.272477 1.528158  0.3698
39 H 3.425194 -0.345215 -1.324375  0.7279
40 H -0.364315 -3.834491 7.006746  0.4710
41 H 3.231191 -1.925463 -5.322572  0.3536
42 H -4.605804 2.329983 0.423524  0.4754
43 H 3.269965 1.618332 1.046164  0.2738
44 H -0.503654 0.617028 -6.072085  0.3881
45 H 2.104027 1.423866 -3.511125  0.3206
46 H 4.270817 -3.303242 -4.962594  0.4040
47 H -3.706884 2.676050 2.568140  0.6700
48 H 0.091829 2.260614 -5.841018  0.3746
49 H -2.757803 1.323340 -0.907158  0.4270
50 H 3.750240 -3.182646 -2.535035  0.4241
51 H 3.551014 -0.564677 1.083079  0.1848
52 H -0.024724 2.236392 -1.449733  0.4212
53 H 2.161936 -0.709096 -3.470200  0.0178
54 H -2.529352 -0.453692 -0.847815  0.2515
55 H 1.213999 0.902117 -5.825647  0.3106
56 H 4.487233 -1.665984 -3.135976  0.4203
57 H 0.442466 -1.541746 6.566803  0.5159
58 H 3.555489 -0.467965 2.732358  0.2841
59 H -0.235067 -0.937013 -1.327118  -0.0936
60 H -4.418970 -0.584551 0.571088  0.3448
61 H 2.516821 -3.451385 -4.722590  0.3795
62 H -2.525093 4.807710 2.633568  0.4821
63 H -2.404130 -0.600061 1.586194  -0.0267
64 H -1.095859 -5.279540 5.110003  0.4889
65 H 1.459060 -2.231574 -2.817045  0.4702
66 H 1.003923 2.908253 1.242295  0.2582
67 H 2.696167 -1.876671 -0.639397  0.6138
68 H 1.703461 2.382001 -1.224261  0.5347
69 H 0.011726 0.027520 -3.743719  0.2082
70 H 2.965172 1.634658 2.662217  0.3148

Cartesian forces (eV/Å) of the 3 atoms listed first:
Os 0.06 -0.19 -0.07
Ge -0.01 0.12 0.07
Cl 0.03 0.03 0.12

Calculated values
Charge   +4
Molar mass   723.40 g/mol
Multiplicity   5
Orbital gap (spin up / spin down)   0.3157 / 0.1996 Ha
⟨S²⟩   6.07
Calculated total energy   -123772.870 eV

Entry 2:
Below is C23H39CeO2Si as an isolated structure at a distorted geometry, with properties calculated with wB97M-V/def2-TZVPD.

Each line ends with the Mulliken charge.
CARTESIAN COORDINATES (ANGSTROEM)
1 Ce -0.277346 -0.462496 1.464105  -0.0122
2 Si 1.302632 1.437197 4.521027  0.1187
3 O 0.094221 -0.316550 -4.366114  -0.2229
4 O 0.679591 0.574196 -1.035200  -0.6151
5 C 0.058080 -1.050195 -5.621537  1.4813
6 C 0.858640 -2.244137 3.014968  -0.2374
7 C -2.714710 0.769634 1.721277  -0.6768
8 C 0.441278 -2.971997 0.853128  -0.3612
9 C 0.052132 0.909249 -5.176001  -0.6564
10 C -1.164954 -1.919876 -5.745418  -1.7606
11 C -0.032152 -3.012055 2.199379  -0.9313
12 C 1.639599 -2.176404 0.826659  -0.6674
13 C 1.327697 -1.840010 -5.829286  -1.6948
14 C -2.903724 -0.400684 0.901510  -0.5176
15 C -0.023213 0.200278 -6.515400  -0.9114
16 C 1.875578 3.204748 4.834140  -1.0972
17 C -2.368030 0.334277 3.035913  -0.3395
18 C -0.563695 2.256713 -2.222435  -0.4882
19 C 0.827336 1.288017 2.701345  -0.7815
20 C -1.391713 0.949473 -2.246778  -0.9255
21 C 1.911461 -1.749127 2.161229  -0.2305
22 C -2.657237 -1.552745 1.725389  -0.6766
23 C -0.465619 -0.107698 -1.633237  0.9140
24 C 0.527546 2.026472 -1.173264  -0.4151
25 C 2.687409 0.289095 5.080772  -1.0290
26 C -0.163679 1.182526 5.659035  -1.0345
27 C -2.310485 -1.094276 3.040086  -0.4861
28 H 1.510539 2.446116 -1.427793  0.3951
29 H -2.284896 1.040677 -1.620197  0.4168
30 H 0.967117 1.506078 -5.059491  0.2378
31 H -0.041567 2.402160 -3.182882  0.0403
32 H 1.342127 -2.239368 -6.851451  0.4105
33 H -3.261521 -0.409400 -0.124688  0.7362
34 H 2.755284 -1.145945 2.489457  0.5573
35 H -0.700172 0.257450 5.429972  0.2723
36 H -0.971518 0.342908 -7.044086  0.3001
37 H 2.761876 0.294614 6.179697  0.3666
38 H 3.659851 0.622035 4.688704  0.3330
39 H -0.029201 -3.462142 -0.004417  0.5176
40 H 1.108415 3.912766 4.491007  0.2981
41 H -2.232452 0.980608 3.907111  0.6121
42 H 2.803303 3.411977 4.286667  0.3169
43 H -1.222112 -2.314460 -6.763797  0.4128
44 H -0.870912 2.014834 5.574531  0.3096
45 H -1.171809 3.151475 -2.057342  0.4630
46 H 2.199604 -1.192488 -5.691327  0.3870
47 H -2.763077 -2.588505 1.405378  0.5698
48 H -0.090940 -0.838031 -2.365391  0.4356
49 H -0.906424 -3.546761 2.558624  0.6483
50 H 1.700568 1.411283 2.012761  0.5406
51 H 1.352155 -2.673687 -5.118444  0.3552
52 H 0.180192 2.161574 2.450981  0.4288
53 H 2.232277 -1.942617 -0.058460  0.4958
54 H -1.066395 -0.709287 -0.882802  -0.3637
55 H -2.088563 -1.364212 -5.559482  0.3801
56 H -2.111349 -1.718659 3.914123  0.5583
57 H 0.765237 -2.080158 4.091274  0.5475
58 H 2.529442 -0.750942 4.763937  0.2866
59 H -1.713694 0.668482 -3.252196  0.4320
60 H -2.915167 1.800360 1.418824  0.5469
61 H 0.844384 0.359056 -7.155017  0.3299
62 H 0.211812 2.427323 -0.197352  0.0976
63 H -1.092867 -2.772305 -5.065471  0.3823
64 H -0.848260 1.495431 -4.968880  0.4737
65 H 0.158927 1.135957 6.709303  0.4107
66 H 2.053119 3.382188 5.903331  0.3162

Cartesian forces (eV/Å) of the 3 atoms listed first:
Ce 0.60 1.40 -0.25
Si 0.36 0.57 0.39
O 0.00 0.95 -1.53

Calculated values
Charge   +1
Molar mass   515.77 g/mol
Orbital gap (spin up / spin down)   0.2688 / 0.2689 Ha
Calculated total energy   -49377.665 eV

Entry 3:
Below is C6H10NO as an isolated structure at a distorted geometry, with properties calculated with wB97M-V/def2-TZVPD.

Each line ends with the Mulliken charge.
CARTESIAN COORDINATES (ANGSTROEM)
1 O -2.838926 -0.265490 -1.108852  -0.5813
2 N 1.295534 0.894810 -0.020857  -0.3444
3 C -0.440015 -0.735688 -0.023318  -0.4635
4 C 1.049422 -0.391410 0.140591  0.8624
5 C -2.682287 0.221136 0.100705  -0.0950
6 C -1.325537 0.312541 0.689234  -0.3353
7 C 2.703150 1.291852 -0.053173  -0.8411
8 C 1.962227 -1.465451 0.313197  -1.0776
9 H -1.094220 0.533280 1.776935  0.3200
10 H 3.343909 0.495290 -0.499415  0.2711
11 H -0.681045 -0.673542 -1.130420  0.2506
12 H -1.690399 1.197504 -0.087119  0.1754
13 H -3.571828 0.694050 0.660774  0.3329
14 H 2.820013 2.238437 -0.688238  0.2647
15 H -0.749734 -1.715236 0.297766  0.3601
16 H 3.024071 -1.270725 0.511410  0.3289
17 H 1.594375 -2.522102 0.199778  0.2659
18 H 3.045768 1.485423 0.971923  0.3062

Cartesian forces (eV/Å) of the 3 atoms listed first:
O -0.18 1.76 4.83
N 0.92 -0.62 0.28
C 0.48 2.00 -1.02

Calculated values
Charge   0
Molar mass   112.15 g/mol
Multiplicity   2
Orbital gap (spin up / spin down)   0.3640 / 0.2930 Ha
Energy relative to the best compared isomer or geometry (same formula, charge and spin)   37.0 kcal/mol
⟨S²⟩   0.79
Calculated total energy   -9917.094 eV

Entry 4:
Below is one molecule with the formula CH5OPS at a distorted geometry, with properties calculated with wB97M-V/def2-TZVPD.

Each line ends with the Mulliken charge.
CARTESIAN COORDINATES (ANGSTROEM)
1 S 1.206076 0.752473 -0.088928  -0.0098
2 P -0.288011 1.315045 -1.500607  -0.0368
3 O 0.723977 -0.915075 0.234959  -0.3328
4 C -0.314738 -0.975930 1.178781  -0.5212
5 H 0.307993 0.519458 -2.339176  0.0792
6 H -0.743381 -0.007887 1.533769  0.2847
7 H 0.070663 -1.591425 2.036345  0.2360
8 H 0.275916 2.582951 -1.938292  0.0847
9 H -1.238495 -1.679610 0.883149  0.2161

Cartesian forces (eV/Å) of the 3 atoms listed first:
S 0.25 -1.41 0.86
P -1.60 1.64 1.87
O -0.01 2.58 -0.98

Calculated values
Charge   0
Molar mass   96.09 g/mol
Orbital gap   0.3453 Ha
SMILES   COSP
Energy relative to the best compared isomer or geometry (same formula, charge and spin)   67.3 kcal/mol
Calculated total energy   -23287.321 eV

Entry 5:
Below is C48H55BCrN6O5S3 as an isolated structure, with properties calculated with wB97M-V/def2-TZVPD.

Each line ends with the Mulliken charge.
CARTESIAN COORDINATES (ANGSTROEM)
1 Cr 0.948355 1.438295 -0.283837  1.3770
2 S -3.085577 0.217720 0.288913  -0.2605
3 S 2.767226 1.209737 1.259789  -0.6971
4 S -0.132770 3.008400 1.147926  -0.5599
5 O -0.373086 1.047239 -1.641711  -0.3829
6 O 2.512547 2.490792 -1.346073  -1.0582
7 O -1.618545 0.785465 -3.452228  -0.6454
8 O 2.229830 0.326482 -1.541243  -0.3094
9 O -0.198951 3.633091 -1.939576  -0.4323
10 N 0.266905 -1.912183 0.051684  -0.2551
11 N -1.789387 -0.027478 3.016493  0.0050
12 N -0.977895 0.765649 2.303868  0.3670
13 N -0.679539 -0.975364 0.402137  0.4579
14 N 0.709727 -1.723450 2.847762  -0.2757
15 N 1.122688 -0.672249 2.126735  0.4718
16 C -0.074217 -4.311735 3.611358  -1.4971
17 C 1.047251 -3.569088 4.352076  2.5329
18 C 0.012479 -2.732821 -0.896299  0.2076
19 C -4.758818 4.821484 -3.251365  -0.4298
20 C 2.376834 -0.215408 2.085652  1.0738
21 C 0.561778 -5.141220 -1.196515  -1.7684
22 C 1.589122 -2.430218 3.489075  -0.3309
23 C -1.864632 2.739848 3.237527  0.3423
24 C 1.111618 -3.711432 -1.277008  2.4080
25 C -0.948385 1.482864 -2.709631  -0.7184
26 C 1.413069 3.254197 -6.723285  -0.5016
27 C 6.113775 1.177220 -4.595434  -0.3698
28 C -2.195612 -1.827846 -1.265737  0.2671
29 C -1.889330 4.233484 3.336395  -1.7899
30 C 4.013853 1.303509 -2.791065  0.0117
31 C 0.500281 -2.933458 5.640202  -1.6045
32 C 2.313042 -3.579584 -0.342788  -1.4717
33 C 2.866287 1.379263 -1.846796  1.0994
34 C 5.955540 2.302310 -3.793399  -0.7694
35 C -3.679081 -0.408474 4.455963  2.6051
36 C 1.551403 -3.389712 -2.712539  -1.8617
37 C 4.900709 2.368199 -2.894659  -0.3012
38 C 3.377942 -0.998394 2.751724  0.3250
39 C -3.479617 -1.772023 -2.024971  -1.9106
40 C -2.242617 3.603129 -3.163391  -0.6453
41 C 4.813397 -0.588797 2.673823  -1.9551
42 C 0.123880 2.726914 -6.710975  -0.8609
43 C -4.595271 0.350583 5.413614  -2.3954
44 C -4.553692 3.691554 -2.470605  -0.8668
45 C -1.238383 -2.707628 -1.596140  -1.0150
46 C -0.591678 2.652387 -5.529102  -0.3149
47 C -3.701478 5.350251 -3.978020  -0.7995
48 C -0.033808 3.104095 -4.331319  0.2147
49 C 4.178859 0.174109 -3.582176  -0.2176
50 C -0.844368 2.993938 -3.036246  2.9139
51 C 1.252741 3.625647 -4.349736  -0.2621
52 C -2.452242 4.742836 -3.931740  -0.4233
53 C 2.966990 -2.100500 3.419327  -0.6475
54 C -2.667946 0.531240 3.795612  -0.2183
55 C 1.974031 3.700918 -5.541031  -0.7775
56 C -2.946161 -1.512792 5.218847  -1.4273
57 C -3.304984 3.089430 -2.427578  -0.1640
58 C 5.225335 0.113585 -4.490432  -0.7824
59 C -2.692548 1.941104 3.953510  -0.7616
60 C -1.937050 -0.874781 -0.184509  0.8899
61 C -0.999256 2.104015 2.297402  0.5814
62 C -4.529192 -1.045054 3.345492  -1.5828
63 C 2.150218 -4.562710 4.716489  -2.2205
64 B -0.063604 -0.021153 1.347867  0.1732
65 H 1.972628 3.309714 -7.649215  0.3987
66 H -2.344081 4.658881 2.437905  0.3557
67 H 0.247290 4.426612 -2.251573  0.4272
68 H 2.983906 4.094387 -5.528230  0.4178
69 H -5.736819 5.284084 -3.296020  0.3904
70 H -0.324569 2.369283 -7.630251  0.4104
71 H 5.452130 -1.339730 3.137479  0.3937
72 H -0.245762 -5.310751 -1.911838  0.3286
73 H -2.459040 4.553314 4.207620  0.4176
74 H 1.357726 -5.855456 -1.419060  0.4735
75 H 2.632503 -4.976026 3.825842  0.4564
76 H 2.917155 -4.116136 5.354256  0.3669
77 H -5.370258 3.272518 -1.893137  0.4486
78 H 4.750081 3.238402 -2.267987  0.4068
79 H -5.287088 -1.695959 3.790444  0.4950
80 H -5.032350 -0.283916 2.744519  0.3398
81 H -3.160577 2.204602 -1.819772  0.2353
82 H -1.586841 2.227746 -5.518606  0.4835
83 H 1.301774 -2.443479 6.201502  0.3736
84 H 2.393002 -4.028392 -2.993015  0.5501
85 H -2.253027 -2.036822 4.560022  0.0371
86 H 3.700980 -2.739274 3.893720  0.3935
87 H -3.464574 -0.882395 -2.656883  0.2393
88 H 2.023577 -3.745117 0.698587  -0.0426
89 H -3.670504 -2.234010 5.605994  0.4399
90 H -0.258055 -2.186609 5.406147  0.0973
91 H -0.763561 -3.614419 3.133467  0.1383
92 H 0.746547 -3.558804 -3.432210  0.3600
93 H 5.113518 -0.441434 1.634555  0.3332
94 H 0.053033 -3.699629 6.279274  0.4945
95 H 4.963277 0.368577 3.179190  0.3517
96 H -0.635727 -4.931530 4.315273  0.4702
97 H 3.065172 -4.321580 -0.622389  0.5873
98 H 6.652558 3.128128 -3.872907  0.4107
99 H 1.864644 -2.345580 -2.793403  0.1865
100 H 1.728473 3.948320 -3.432202  0.1198
101 H -4.333003 -1.686523 -1.355287  0.3626
102 H -3.848232 6.232249 -4.590226  0.3970
103 H -2.384728 -1.106183 6.065031  0.4319
104 H -0.877106 4.636759 3.394454  0.3747
105 H -5.190174 1.107933 4.896962  0.4406
106 H 1.710060 -5.393363 5.271968  0.4352
107 H -3.582866 -2.659345 -2.649995  0.4568
108 H -1.633491 5.163269 -4.504638  0.4465
109 H 3.471197 -0.639604 -3.485224  0.5540
110 H -3.389012 2.393616 4.647491  0.5653
111 H 6.929429 1.131212 -5.306656  0.4036
112 H -5.290169 -0.354282 5.872990  0.4322
113 H -4.035241 0.835229 6.218701  0.4440
114 H 0.179721 -5.356524 -0.194867  0.3062
115 H -3.905033 -1.634372 2.672164  0.1929
116 H 0.339815 -4.966806 2.838641  0.3411
117 H 5.349011 -0.761375 -5.116970  0.4151
118 H 2.758361 -2.584179 -0.409591  0.0633
119 H -1.403626 -3.390708 -2.420097  0.3654

Cartesian forces (eV/Å) of the 3 atoms listed first:
Cr 0.61 0.11 -0.75
S 0.00 0.10 -0.30
S 0.09 -0.07 0.31

Calculated values
Charge   0
Molar mass   955.01 g/mol
Multiplicity   5
Orbital gap (spin up / spin down)   0.2668 / 0.2399 Ha
⟨S²⟩   6.05
Calculated total energy   -131455.473 eV

Question: Which value of molar mass does entry 3 give?
Answer: 112.15 g/mol

Question: Which value of calculated total energy does entry 1 give?
Answer: -123772.870 eV

Question: What is the molar mass in the first record?
Answer: 723.40 g/mol